Entry 1:
# C32H55ClP2Si2V

A structure of composition C32H55ClP2Si2V (ωB97M-V with the def2-TZVPD basis set, the Open Molecules 2025 dataset).

Summary:
E_HOMO (alpha / beta) (eV): -6.2807 / -5.9087
Max |F| (eV/A): 4.17
E (hartree): -3918.14063
Multiplicity: 2
Expectation value of S²: 0.7612

Atoms and positions in Å:
V: -0.962 0.027 -0.293
C: -2.189 0.024 1.416
C: -2.393 1.202 0.650
C: -2.911 0.759 -0.633
Si: -1.852 2.851 1.385
C: -2.924 -0.656 -0.649
C: -2.422 -1.134 0.626
Si: -1.922 -2.808 1.332
H: -1.863 0.010 2.452
H: -3.269 1.413 -1.419
H: -3.292 -1.287 -1.449
Cl: 2.038 0.242 -4.287
C: -1.656 -2.689 3.177
C: -3.187 -4.094 0.892
C: -1.560 2.681 3.220
C: -3.109 4.161 0.997
H: -4.189 -3.646 0.934
H: -3.135 -4.888 1.649
H: -3.043 -4.544 -0.097
H: -0.679 -2.249 3.418
H: -1.702 -3.699 3.608
H: -2.442 -2.079 3.641
H: -4.115 3.723 1.040
H: -2.973 4.635 0.018
H: -3.040 4.935 1.774
H: -2.364 2.097 3.686
H: -1.552 3.682 3.675
H: -0.599 2.191 3.433
C: -0.212 -3.201 0.609
C: -0.146 3.243 0.637
P: -0.021 -2.404 -1.006
H: -0.084 -4.293 0.545
H: 0.553 -2.788 1.285
P: -0.021 2.473 -0.995
H: 0.624 2.805 1.292
H: 0.003 4.333 0.593
C: 1.761 2.760 -1.479
C: -1.211 3.480 -2.077
C: -1.197 -3.376 -2.136
C: 1.750 -2.796 -1.458
C: 2.720 -1.763 -0.866
H: 1.760 -2.695 -2.557
C: 2.191 -4.207 -1.065
H: 2.124 -4.353 0.019
H: 3.241 -4.331 -1.357
H: 1.618 -4.994 -1.563
H: 2.897 -0.945 -1.573
H: 3.693 -2.235 -0.671
H: 2.361 -1.336 0.082
H: -2.150 -3.339 -1.582
C: -0.796 -4.838 -2.319
C: -1.405 -2.703 -3.496
H: -0.636 -5.370 -1.372
H: 0.106 -4.926 -2.939
H: -1.605 -5.360 -2.852
H: -1.853 -1.704 -3.412
H: -2.095 -3.318 -4.093
H: -0.467 -2.628 -4.063
H: -2.174 3.338 -1.557
C: -1.349 2.906 -3.491
C: -0.913 4.979 -2.127
H: -0.647 5.414 -1.156
H: -1.814 5.501 -2.483
H: -0.114 5.197 -2.846
H: -1.863 1.936 -3.498
H: -0.376 2.798 -3.990
H: -1.955 3.594 -4.099
C: 2.725 1.921 -0.615
C: 2.168 4.232 -1.456
H: 1.803 2.375 -2.512
H: 1.914 4.703 -0.497
H: 1.716 4.810 -2.268
H: 3.257 4.296 -1.579
H: 2.227 1.334 0.169
H: 3.453 2.576 -0.117
H: 3.292 1.228 -1.249
C: 0.552 0.064 -2.718
H: 1.154 0.174 -1.806
H: -0.113 0.878 -3.019
H: 0.183 -0.932 -2.977
C: 0.444 -0.036 1.124
C: 1.331 -0.117 2.000
C: 2.191 -0.193 3.103
C: 1.650 -0.152 4.413
C: 2.494 -0.241 5.518
C: 3.879 -0.367 5.339
C: 4.423 -0.404 4.047
C: 3.592 -0.316 2.932
H: 0.568 -0.052 4.535
H: 2.068 -0.212 6.521
H: 4.535 -0.437 6.208
H: 5.501 -0.503 3.907
H: 3.998 -0.340 1.917

Charges computed using Mulliken, reported in e: atom 1 (V): -0.490, atom 2 (C): -1.224, atom 3 (C): 0.088, atom 4 (C): 0.064, atom 5 (Si): 0.163, atom 6 (C): -0.077, atom 7 (C): 0.092, atom 8 (Si): 0.027, atom 9 (H): 0.275, atom 10 (H): 0.710, atom 11 (H): 0.741, atom 12 (Cl): -0.281, atom 13 (C): -1.193, atom 14 (C): -1.171, atom 15 (C): -1.147, atom 16 (C): -1.162, atom 17 (H): 0.398, atom 18 (H): 0.368, atom 19 (H): 0.299, atom 20 (H): 0.162, atom 21 (H): 0.432, atom 22 (H): 0.374, atom 23 (H): 0.384, atom 24 (H): 0.278, atom 25 (H): 0.368, atom 26 (H): 0.368, atom 27 (H): 0.425, atom 28 (H): 0.143, atom 29 (C): -1.014, atom 30 (C): -1.080, atom 31 (P): -0.601, atom 32 (H): 1.011, atom 33 (H): 0.358, atom 34 (P): -0.730, atom 35 (H): 0.337, atom 36 (H): 1.020, atom 37 (C): 1.100, atom 38 (C): 1.794, atom 39 (C): 1.684, atom 40 (C): 0.943, atom 41 (C): -0.818, atom 42 (H): 0.624, atom 43 (C): -1.668, atom 44 (H): 0.291, atom 45 (H): 0.528, atom 46 (H): 0.309, atom 47 (H): -0.023, atom 48 (H): 0.562, atom 49 (H): -0.119, atom 50 (H): -0.248, atom 51 (C): -2.003, atom 52 (C): -1.773, atom 53 (H): 0.303, atom 54 (H): 0.419, atom 55 (H): 0.497, atom 56 (H): 0.178, atom 57 (H): 0.496, atom 58 (H): 0.429, atom 59 (H): -0.171, atom 60 (C): -1.885, atom 61 (C): -1.907, atom 62 (H): 0.290, atom 63 (H): 0.462, atom 64 (H): 0.474, atom 65 (H): 0.252, atom 66 (H): 0.363, atom 67 (H): 0.495, atom 68 (C): -0.992, atom 69 (C): -1.492, atom 70 (H): 0.265, atom 71 (H): 0.284, atom 72 (H): 0.284, atom 73 (H): 0.536, atom 74 (H): -0.120, atom 75 (H): 0.470, atom 76 (H): 0.214, atom 77 (C): 0.084, atom 78 (H): -0.389, atom 79 (H): -0.074, atom 80 (H): -0.327, atom 81 (C): 0.682, atom 82 (C): 0.727, atom 83 (C): -0.178, atom 84 (C): -0.307, atom 85 (C): -0.728, atom 86 (C): -0.495, atom 87 (C): -0.780, atom 88 (C): -0.092, atom 89 (H): 0.346, atom 90 (H): 0.390, atom 91 (H): 0.359, atom 92 (H): 0.381, atom 93 (H): 0.362

Entry 2:
# C32H55GaN3O7P4S

A structure of composition C32H55GaN3O7P4S (ωB97M-V with the def2-TZVPD basis set, the Open Molecules 2025 dataset).

Summary:
Charge: +1
E_HOMO (eV): -9.7895
Max |F| (eV/A): 1.05
E (hartree): -5631.76435

Atoms and positions in Å:
Ga: -0.272 -0.116 -0.175
C: -0.448 4.933 1.109
C: -0.717 3.701 0.242
C: -0.043 3.809 -1.132
P: -0.278 2.078 1.000
C: 1.206 2.161 2.092
C: 0.996 2.848 3.440
C: 2.402 2.718 1.316
C: -1.653 1.613 2.079
C: -2.633 2.480 2.547
C: -3.764 2.001 3.195
C: -4.812 2.941 3.732
C: -3.916 0.620 3.306
C: -2.958 -0.255 2.824
C: -1.791 0.229 2.237
N: -0.755 -0.573 1.709
C: -0.045 -1.428 2.547
C: -0.533 -1.881 3.784
C: 0.202 -2.733 4.586
C: 1.461 -3.196 4.214
C: 2.265 -4.129 5.084
C: 1.971 -2.710 3.023
C: 1.269 -1.814 2.211
P: 2.060 -1.043 0.782
C: 3.847 -0.706 1.239
C: 3.979 -0.187 2.673
C: 4.855 -1.829 0.982
C: 1.864 -2.416 -0.460
C: 2.113 -3.846 -0.025
C: 2.600 -2.098 -1.747
H: -0.904 5.808 0.642
H: 0.620 5.127 1.199
H: -0.862 4.835 2.113
H: -1.794 3.598 0.087
H: 1.038 3.932 -1.031
H: -0.428 4.676 -1.674
H: -0.225 2.916 -1.734
H: 1.378 1.097 2.280
H: 0.949 3.933 3.336
H: 1.835 2.615 4.101
H: 0.084 2.501 3.926
H: 2.277 3.778 1.097
H: 2.539 2.185 0.370
H: 3.320 2.615 1.900
H: -2.523 3.551 2.414
H: -4.525 3.981 3.576
H: -4.959 2.785 4.802
H: -5.775 2.777 3.242
H: -4.813 0.221 3.768
H: -3.134 -1.323 2.864
H: -1.497 -1.552 4.136
H: -0.225 -3.053 5.531
H: 1.681 -4.466 5.940
H: 3.159 -3.629 5.463
H: 2.593 -5.007 4.527
H: 2.958 -3.034 2.713
H: 4.098 0.118 0.565
H: 3.826 -0.981 3.402
H: 3.265 0.605 2.900
H: 4.985 0.213 2.814
H: 4.747 -2.651 1.691
H: 5.861 -1.423 1.110
H: 4.793 -2.232 -0.025
H: -0.081 -2.988 -0.329
H: 3.171 -4.007 0.177
H: 1.817 -4.514 -0.838
H: 1.546 -4.104 0.869
H: 3.670 -2.253 -1.619
H: 2.429 -1.069 -2.054
H: 2.248 -2.756 -2.540
C: -2.589 -1.947 -3.456
C: -1.136 -1.969 -3.878
O: -0.997 -2.022 -5.318
P: -0.214 -3.567 -3.419
O: -0.975 -4.013 -2.032
O: -1.079 -4.564 -4.397
O: 0.418 -2.225 -0.661
P: -0.270 -0.372 -3.510
O: 1.207 -0.609 -4.075
O: -0.992 0.655 -4.314
O: -0.091 0.059 -2.036
H: -3.079 -2.886 -3.725
H: -3.115 -1.136 -3.964
H: -2.678 -1.790 -2.381
H: -1.481 -1.272 -5.692
H: -1.841 -4.413 -2.216
H: -0.960 -4.359 -5.336
H: 1.196 -0.582 -5.045
C: -4.974 2.942 -0.422
N: -4.198 2.710 -1.619
C: -4.491 3.470 -2.832
C: -3.485 2.902 -3.841
N: -2.875 1.791 -3.103
C: -3.281 1.752 -1.835
S: -2.870 0.619 -0.618
H: -6.038 2.803 -0.627
H: -4.823 3.969 -0.078
H: -4.665 2.244 0.349
H: -4.360 4.538 -2.651
H: -5.525 3.299 -3.139
H: -2.724 3.622 -4.140
H: -3.974 2.527 -4.739
H: -1.955 1.456 -3.417

Atom charges from the Mulliken analysis, given in e for atoms 1 to 99: atom 1 (Ga): 1.108, atom 2 (C): -1.615, atom 3 (C): 1.613, atom 4 (C): -1.452, atom 5 (P): 0.409, atom 6 (C): 2.215, atom 7 (C): -1.605, atom 8 (C): -1.371, atom 9 (C): 0.103, atom 10 (C): -0.140, atom 11 (C): 0.625, atom 12 (C): -1.840, atom 13 (C): -1.026, atom 14 (C): -0.187, atom 15 (C): -1.466, atom 16 (N): -0.210, atom 17 (C): 0.124, atom 18 (C): -0.961, atom 19 (C): -1.490, atom 20 (C): 0.417, atom 21 (C): -1.444, atom 22 (C): -0.543, atom 23 (C): 0.724, atom 24 (P): 0.410, atom 25 (C): 0.938, atom 26 (C): -1.235, atom 27 (C): -1.413, atom 28 (C): 0.571, atom 29 (C): -1.790, atom 30 (C): -1.314, atom 31 (H): 0.446, atom 32 (H): 0.288, atom 33 (H): 0.332, atom 34 (H): 0.170, atom 35 (H): 0.343, atom 36 (H): 0.487, atom 37 (H): 0.257, atom 38 (H): -1.183, atom 39 (H): 0.322, atom 40 (H): 0.405, atom 41 (H): 0.344, atom 42 (H): 0.416, atom 43 (H): 0.220, atom 44 (H): 0.384, atom 45 (H): 0.202, atom 46 (H): 0.383, atom 47 (H): 0.434, atom 48 (H): 0.359, atom 49 (H): 0.452, atom 50 (H): 0.734, atom 51 (H): 0.604, atom 52 (H): 0.346, atom 53 (H): 0.397, atom 54 (H): 0.313, atom 55 (H): 0.337, atom 56 (H): 0.552, atom 57 (H): 0.537, atom 58 (H): 0.206, atom 59 (H): 0.158, atom 60 (H): 0.530, atom 61 (H): 0.198, atom 62 (H): 0.504, atom 63 (H): 0.285, atom 64 (H): 0.220, atom 65 (H): 0.356, atom 66 (H): 0.499, atom 67 (H): 0.453, atom 68 (H): 0.348, atom 69 (H): 0.250, atom 70 (H): 0.467, atom 71 (C): -1.450, atom 72 (C): 1.180, atom 73 (O): -0.726, atom 74 (P): -0.034, atom 75 (O): -0.490, atom 76 (O): -0.491, atom 77 (O): -0.714, atom 78 (P): 0.113, atom 79 (O): -0.484, atom 80 (O): -0.849, atom 81 (O): 0.459, atom 82 (H): 0.463, atom 83 (H): 0.373, atom 84 (H): 0.252, atom 85 (H): 0.433, atom 86 (H): 0.315, atom 87 (H): 0.340, atom 88 (H): 0.396, atom 89 (C): -0.878, atom 90 (N): 0.244, atom 91 (C): -0.687, atom 92 (C): -0.667, atom 93 (N): 0.180, atom 94 (C): 0.327, atom 95 (S): -0.438, atom 96 (H): 0.394, atom 97 (H): 0.288, atom 98 (H): 0.135, atom 99 (H): 0.361